# C13H16N6O2S

One molecule with the formula C13H16N6O2S (ωB97M-V/def2-TZVPD, the OMol25 dataset).

Cartesian coordinates (Å):
C (0.84, 5.96, -1.22)
C (0.48, 4.50, -1.26)
C (-0.82, 4.07, -1.11)
C (-1.13, 2.73, -1.17)
C (-0.14, 1.78, -1.38)
N (-0.42, 0.41, -1.46)
C (-1.49, -0.23, -0.97)
O (-2.47, 0.25, -0.45)
N (-1.40, -1.65, -1.07)
C (-0.23, -2.34, -0.90)
O (0.84, -1.92, -1.28)
C (-0.38, -3.72, -0.29)
S (0.78, -3.93, 1.12)
C (0.43, -2.45, 1.96)
N (0.94, -2.11, 3.12)
N (0.38, -0.88, 3.34)
C (-0.42, -0.55, 2.30)
N (-1.06, 0.62, 2.15)
N (-0.41, -1.54, 1.42)
C (1.19, 2.20, -1.53)
C (2.29, 1.20, -1.76)
C (1.47, 3.55, -1.47)
H (0.00, 6.55, -0.88)
H (1.69, 6.13, -0.56)
H (1.12, 6.31, -2.22)
H (-1.61, 4.79, -0.95)
H (-2.16, 2.40, -1.05)
H (0.37, -0.19, -1.70)
H (-2.24, -2.07, -0.68)
H (-1.40, -3.90, 0.07)
H (-0.08, -4.48, -1.00)
H (0.63, -0.36, 4.16)
H (-1.27, 1.16, 2.98)
H (-1.74, 0.66, 1.40)
H (3.26, 1.70, -1.77)
H (2.31, 0.45, -0.97)
H (2.17, 0.69, -2.71)
H (2.50, 3.88, -1.59)

Output
Highest occupied orbital energy in eV: -8.23
HOMO-LUMO gap in eV: 8.87
Energy relative to the best compared isomer or geometry (same formula, charge and spin) in kJ/mol: 0.0
Largest force on an atom in eV Å⁻¹: 0.956
Electronic energy in Ha: -1382.26950
Molar mass in g/mol: 320.4
Net charge: 0
SMILES: Cc1ccc(NC(=O)NC(=O)CSc2n[nH]c(N)n2)c(C)c1